1.
C30H49N7O11 | ωB97M-V with the def2-TZVPD basis set

XYZ file:
```
97
Properties=species:S:1:pos:R:3:forces:R:3:lowdin_charge:R:1
C 0.905711 2.259876 -1.291392 -0.405 1.765 -3.365 0.033
C 2.165711 3.002876 -1.854392 -1.499 2.106 -2.154 -0.436
C 2.153711 4.498876 -1.618392 -0.316 0.974 1.825 -0.132
C 2.429711 4.827876 -0.110392 2.219 -1.440 -1.149 -0.114
C 3.885711 4.198876 0.178608 -2.030 3.137 2.287 -0.102
C 3.896711 2.692876 0.024608 2.291 0.919 1.366 -0.465
N 3.316711 2.332876 -1.250392 1.655 -5.356 -4.305 0.066
O 3.791711 1.297876 -1.875392 -2.419 5.210 3.290 0.188
C 3.192711 2.054876 1.196608 -5.842 -0.118 -5.315 0.003
C 5.322711 2.092876 0.064608 0.997 -1.675 -4.242 -0.015
C 2.127711 2.965876 -3.442392 3.390 -3.732 1.328 0.006
H -0.003289 2.766876 -1.789392 1.456 -1.016 0.543 0.139
H 0.770711 2.346876 -0.281392 -0.048 -0.028 2.636 0.046
H 1.060711 1.264876 -1.617392 -0.574 -1.237 -0.034 0.072
H 1.142711 4.892876 -1.858392 0.570 -0.515 -0.174 0.141
H 2.860711 4.939876 -2.381392 -0.469 0.011 1.427 0.134
H 1.699711 4.498876 0.616608 -0.390 -0.525 -0.259 0.105
H 2.481711 5.870876 0.016608 0.270 1.414 0.154 0.090
H 4.262711 4.640876 1.186608 -0.973 -1.887 -0.825 0.166
H 4.520711 4.860876 -0.347392 1.112 -0.349 -1.911 0.098
H 2.234711 2.369876 1.608608 -0.610 1.653 -0.985 0.099
H 3.662711 2.188876 1.992608 5.229 0.147 6.580 0.024
H 2.783711 1.133876 0.946608 0.563 -2.686 -0.225 0.081
H 5.967711 2.449876 0.832608 -0.132 0.255 1.006 0.070
H 5.940711 2.435876 -0.973392 -1.761 -1.093 2.664 0.159
H 5.229711 0.909876 0.054608 0.503 2.624 0.135 0.139
H 2.896711 3.553876 -4.042392 -1.097 -0.582 1.215 0.123
H 1.159711 2.975876 -3.802392 -2.069 0.807 -0.541 0.043
H 2.348711 1.865876 -3.537392 0.110 0.890 -1.014 0.096
N -0.515289 -1.084124 0.558608 -0.102 2.481 2.079 -0.603
O 0.452711 -0.246124 0.389608 -0.886 -0.735 0.603 -0.108
O -1.257289 -1.043124 1.591608 1.311 0.418 -0.591 -0.071
O -0.788289 -1.858124 -0.312392 -0.146 -1.831 -2.147 -0.036
C -4.651289 0.984876 -0.819392 -2.989 1.165 0.667 -0.109
C -5.106289 1.847876 -1.935392 1.191 -0.784 -2.108 -0.067
C -4.314289 1.934876 -3.225392 3.964 -2.417 6.727 0.017
C -2.833289 1.526876 -3.191392 -3.874 -2.323 3.909 -0.062
C -2.382289 0.647876 -1.873392 -1.363 1.681 -1.005 0.080
C -3.397289 0.372876 -0.775392 2.729 0.504 -3.261 -0.085
N -2.039289 1.516876 -4.433392 1.540 -1.449 0.739 -0.365
O -0.813289 1.342876 -4.210392 -1.658 0.734 -0.834 -0.005
O -2.550289 1.513876 -5.551392 0.392 0.518 1.653 0.071
H -5.447289 0.800876 0.147608 2.469 0.496 -3.010 0.168
H -6.149289 2.400876 -2.021392 2.295 -1.566 0.693 0.122
H -4.709289 2.458876 -3.988392 -1.134 1.522 -2.693 0.037
H -1.255289 0.301876 -1.677392 -2.810 0.655 -0.913 0.106
H -3.050289 -0.399124 -0.040392 -0.601 1.113 -0.408 0.092
C -0.797289 -2.875124 -5.642392 2.950 0.708 3.781 -0.085
C -0.725289 -2.522124 -4.110392 3.168 -1.039 -3.214 0.010
C 0.680711 -2.213124 -3.593392 -1.522 -2.504 -3.878 0.052
C 1.926711 -2.566124 -4.506392 -4.493 1.506 -2.640 -0.101
C 1.761711 -2.711124 -6.012392 -2.284 -1.322 4.008 0.062
C 0.295711 -2.997124 -6.467392 4.582 1.816 2.252 -0.086
N 3.262711 -2.578124 -3.921392 -0.092 2.768 2.384 -0.349
O 3.483711 -1.728124 -2.948392 -0.458 -2.985 -3.152 -0.010
O 4.052711 -3.366124 -4.383392 0.064 0.533 0.462 0.090
H -1.670289 -3.123124 -6.139392 -2.117 -0.358 -0.206 0.059
H -1.738289 -2.799124 -3.623392 2.224 1.404 -0.026 0.118
H 0.846711 -1.859124 -2.590392 0.047 -0.302 0.305 0.059
H 2.678711 -2.819124 -6.674392 -1.501 0.054 0.954 0.111
H 0.275711 -3.272124 -7.489392 -0.619 -0.128 -0.844 0.071
C -4.449289 -1.779124 2.800608 -4.019 1.995 -5.153 -0.287
O -5.425289 -1.724124 1.926608 3.039 -0.710 3.351 -0.103
N -4.457289 -1.220124 3.979608 0.239 1.654 1.355 -0.179
C -3.187289 -1.215124 4.703608 -0.455 -6.274 -3.429 -0.024
C -5.641289 -0.577124 4.584608 0.876 0.000 1.829 -0.036
H -3.452289 -1.942124 2.469608 1.003 -1.259 -0.394 0.101
H -2.780289 -2.339124 4.716608 -0.612 2.537 -0.006 0.153
H -3.412289 -0.969124 5.600608 -1.599 1.192 6.449 0.006
H -2.416289 -0.589124 4.500608 2.047 2.085 -2.050 0.046
H -6.359289 -0.385124 3.838608 -1.118 -0.876 -1.030 0.042
H -5.524289 0.556876 4.899608 0.674 -2.480 0.186 0.123
H -5.971289 -1.344124 5.411608 0.081 2.153 -1.294 0.129
C -1.147289 -4.612124 1.963608 0.425 2.705 0.312 -0.362
O -1.356289 -4.396124 3.167608 0.319 -0.204 -1.681 -0.035
N -1.182289 -5.822124 1.421608 -0.673 -3.010 -2.266 -0.203
C -0.915289 -5.982124 -0.065392 1.044 7.506 0.737 -0.059
C -1.314289 -7.048124 2.244608 3.766 -0.683 -1.136 -0.048
H -0.847289 -3.761124 1.152608 -0.833 -1.667 1.887 0.151
H -1.711289 -5.189124 -0.674392 2.699 -1.709 1.784 0.151
H -1.041289 -6.766124 -0.678392 -0.930 -4.016 -0.587 -0.003
H 0.247711 -5.690124 -0.249392 -2.841 -0.230 0.212 0.127
H -0.796289 -7.871124 1.585608 -1.100 1.300 1.294 0.107
H -2.287289 -7.420124 2.511608 -0.490 0.457 0.197 0.067
H -0.586289 -6.901124 3.108608 -1.472 -0.339 -0.664 0.102
C 0.707711 3.068876 4.945608 -0.909 3.020 4.722 -0.276
O 0.998711 3.945876 5.862608 -0.453 -2.818 -3.805 -0.106
N 1.444711 1.922876 4.808608 -0.799 0.209 -1.622 -0.169
C 0.878711 0.806876 4.003608 5.137 -0.056 -0.874 -0.029
C 2.781711 1.728876 5.413608 -2.411 -4.333 -0.165 -0.038
H -0.451289 3.271876 4.513608 3.339 -1.404 0.235 0.187
H -0.109289 0.903876 3.857608 -3.626 0.223 0.024 0.019
H 1.188711 -0.064124 4.600608 -0.610 -0.181 -0.813 0.101
H 1.289711 0.756876 2.897608 -0.378 -0.119 2.215 0.101
H 3.327711 2.527876 5.478608 2.846 5.044 -0.490 0.017
H 3.435711 0.885876 5.089608 -1.041 0.572 -1.189 0.110
H 2.784711 1.447876 6.432608 -1.173 -0.288 1.609 0.077
```
Positions in Å, forces in eV/Å.

Calculated values
frontier orbital gap = 4.323 eV
HOMO level = -0.306 hartree


2.
C19H20AuBr4ClO3S | ωB97M-V with the def2-TZVPD basis set

XYZ file:
```
49
Properties=species:S:1:pos:R:3:forces:R:3:lowdin_charge:R:1
Au -2.541464 0.688861 0.528159 0.271 0.228 0.088 0.802
Br 0.890038 -4.668380 4.421059 -0.026 0.050 -0.023 0.607
C 0.073999 -3.062646 3.801764 0.016 0.037 -0.174 -0.776
C -0.549586 -2.212505 4.686748 -0.057 0.137 -0.028 -0.785
Br -0.610645 -2.604682 6.547507 0.000 0.013 -0.054 0.599
C -1.150872 -1.031496 4.188962 0.106 -0.177 0.014 -0.645
Br -2.046633 0.176267 5.360243 0.017 -0.037 -0.014 0.663
C -1.143551 -0.671569 2.843874 0.221 -0.355 -0.203 -0.437
O -1.706786 0.431443 2.452276 -0.131 -0.134 -0.355 -0.339
C -0.450660 -1.566817 1.880480 -0.342 0.133 0.492 -0.463
O -0.383490 -1.275700 0.644254 -1.316 0.228 0.934 -0.219
C 0.112238 -2.736907 2.429048 -0.058 -0.072 0.242 -0.593
Br 0.962127 -3.885752 1.168175 -0.652 -1.120 1.276 0.815
Cl -0.189923 -0.973242 -5.987468 -0.027 0.014 0.035 0.572
C -1.095639 -0.336162 -4.621542 -0.006 0.010 0.014 -0.690
C -0.967648 0.996582 -4.277826 -0.031 0.013 0.039 -0.136
C -1.695737 1.491947 -3.203090 -0.007 -0.044 0.014 -0.066
C -2.556078 0.685739 -2.446737 0.089 -0.045 -0.035 -0.340
C -3.326068 1.227309 -1.296030 -0.219 -0.150 0.007 -0.353
C -2.639416 -0.663501 -2.822470 0.062 0.022 -0.042 -0.057
C -1.926202 -1.175129 -3.895286 -0.043 0.041 0.062 -0.124
H -0.306040 1.641021 -4.843881 -0.010 -0.016 0.018 0.092
H -1.589298 2.536447 -2.929991 0.008 -0.008 -0.007 0.103
H -4.351561 0.837998 -1.310313 0.033 0.038 -0.120 0.010
H -3.383872 2.317646 -1.375938 -0.008 -0.022 0.052 0.010
H -3.256422 -1.328468 -2.229400 0.008 0.001 -0.007 0.109
H -1.999353 -2.222871 -4.157578 0.007 0.011 0.009 0.095
C 1.683274 -2.054331 -0.866628 1.198 0.372 -0.759 -0.242
C 2.432172 -0.802610 -1.325979 -0.054 -0.101 -0.077 -0.292
C 3.178498 -0.079778 -0.202082 -0.141 -0.261 -0.092 -0.355
S 2.167301 0.324134 1.253834 -0.078 0.155 -0.090 0.947
O 3.052533 1.201084 2.091646 0.189 0.152 -0.030 -0.564
C 0.957809 1.369332 0.379873 -0.031 0.052 0.043 -0.346
C 0.405004 2.492662 1.245472 0.020 0.013 0.229 -0.308
C 1.299882 3.720675 1.403901 -0.001 -0.053 -0.101 -0.123
H 1.180488 -2.532530 -1.710513 -0.016 -0.030 -0.085 0.073
H 0.915619 -1.827927 -0.117981 0.470 0.125 -0.697 -0.048
H 2.367467 -2.783117 -0.420215 0.224 0.390 -0.475 -0.011
H 1.728947 -0.114920 -1.800606 -0.037 0.076 0.002 0.088
H 3.166747 -1.060499 -2.097643 0.062 0.070 -0.032 0.092
H 3.625099 0.862741 -0.531943 -0.037 0.040 0.061 0.082
H 3.974158 -0.710891 0.203415 -0.004 -0.004 0.002 0.081
H 0.135474 0.678872 0.153898 0.266 0.040 -0.113 0.040
H 1.399410 1.745514 -0.546110 0.075 0.093 0.003 0.086
H 0.139035 2.079606 2.222085 -0.004 0.062 -0.018 0.098
H -0.550424 2.771537 0.794271 -0.027 0.088 0.015 0.077
H 2.211624 3.467733 1.943466 0.009 -0.012 -0.038 0.049
H 0.776232 4.512966 1.948858 0.007 -0.056 -0.017 0.059
H 1.582191 4.124315 0.423980 0.003 -0.010 0.037 0.062
```
Positions in Å, forces in eV/Å.

Calculated values
frontier orbital gap = 5.263 eV
HOMO level = -0.039 hartree
charge = -2


3.
CHLiO3Pr | ωB97M-V with the def2-TZVPD basis set

XYZ file:
```
7
Properties=species:S:1:pos:R:3:forces:R:3:lowdin_charge:R:1
O -1.229212 0.551789 1.414299 1.878 -0.497 -0.648 -0.012
C -0.180654 0.202802 1.812579 -2.906 1.332 1.366 0.132
H 0.448976 -1.023625 0.934560 3.923 1.744 -1.008 0.168
O 0.864581 -0.587255 -0.798848 -4.836 0.333 -13.338 -0.439
O 1.194250 -0.354622 0.332051 0.007 -1.346 11.924 -0.243
Pr -1.611321 0.607335 -1.411691 -2.441 -0.676 2.489 1.653
Li 0.513381 0.603577 -2.282951 4.376 -0.890 -0.784 0.742
```
Positions in Å, forces in eV/Å.

Calculated values
frontier orbital gap (alpha / beta) = 5.339 / 5.516 eV
multiplicity = 4
expectation value of S² = 3.766
HOMO level (alpha / beta) = -0.599 / -0.607 hartree
charge = +2


Question: Number 3 is which compound?
Answer: CHLiO3Pr


Question: Which formula does entry 2 have?
Answer: C19H20AuBr4ClO3S